{"formula": "C6H15N2OP", "method": "wB97M-V/def2-TZVPD", "multiplicity": 3, "charge": 0, "homo_energy_ev": [-6.8172, -8.4003], "gap_ev": [7.60, 6.78], "mol_weight_g_mol": 162.173, "fmax_ev_per_a": 3.6, "species": ["H", "N", "H", "H", "H", "C", "H", "H", "N", "H", "C", "H", "H", "H", "P", "H", "H", "C", "C", "C", "O", "H", "H", "C", "H"], "coordinates": [[-3.0254, -1.4856, -0.9571], [1.2130, -2.3260, 1.3657], [1.2876, 1.2327, -2.3742], [1.7241, 2.5122, 1.0931], [-0.1345, 1.1617, -0.5107], [1.7619, 1.5259, -1.4664], [-0.7122, -0.4368, 1.7401], [-2.0199, 0.0067, -1.6132], [1.6234, -1.3298, 0.6926], [2.0729, -2.4210, 1.9722], [1.3843, 1.4754, 1.1098], [-1.6539, -1.6269, -2.2932], [0.6837, 1.3303, 1.8787], [-2.8463, 0.6827, 0.2136], [0.7750, -0.8598, -0.6598], [2.2208, 0.8412, 1.3537], [2.6716, 1.0184, -1.3852], [-1.9596, -1.0563, -1.3555], [-1.5062, -0.3459, 0.9653], [-0.9819, -1.2071, -0.2007], [-1.9783, 0.8914, 0.6554], [1.8315, 2.6360, -1.5002], [-1.0200, -2.1605, 0.3165], [0.9308, 0.9489, -0.3328], [-2.3425, -1.0077, 1.2921]], "atomic_forces_ev_per_a": [[2.3, 1.2, -1.2], [3.0, 0.3, 1.6], [-0.1, -0.3, -0.9], [-0.2, 0.0, -0.2], [0.3, 0.8, 0.2], [-1.3, 1.1, 0.5], [-0.7, 1.0, -0.2], [-0.3, -0.2, -0.1], [-1.4, -1.0, 0.5], [-1.2, -1.4, 0.3], [0.6, -0.9, -2.5], [-0.5, 0.6, 1.3], [-1.2, -0.1, 0.8], [1.3, 0.9, 0.6], [0.2, 1.0, -2.2], [0.6, 0.0, 0.4], [2.0, -0.2, -0.3], [-1.3, -1.9, -0.3], [0.4, -3.4, 0.9], [-0.1, 0.8, 0.8], [-1.8, 1.1, -0.7], [0.2, -0.7, 0.4], [0.3, -0.7, -0.7], [-1.3, 1.3, 0.6], [0.2, 0.6, 0.5]], "lowdin_spin": [0.004, 0.792, 0.002, 0.000, 0.000, 0.004, 0.002, 0.001, 0.891, 0.072, 0.013, 0.002, 0.001, 0.000, 0.136, 0.006, 0.000, 0.010, 0.002, 0.044, 0.000, 0.000, 0.004, 0.013, 0.001]}